Entry 1:
DFT (ωB97M-V/def2-TZVPD) results for C4H12N2 as an isolated structure.

Last column: natural (NBO) charge in e.
CARTESIAN COORDINATES (ANGSTROEM)
C1 -0.384 0.222 -0.318  0.1100
C2 -0.245 -0.834 0.662  -0.1964
C3 2.327 -0.563 -0.058  -0.4085
C4 -0.808 1.629 0.006  -0.6528
N1 1.173 -0.073 0.670  -0.6137
N2 -2.201 -0.697 -0.590  -1.2207
H1 1.331 0.638 1.374  0.3868
H2 -0.049 0.038 -1.332  0.2180
H3 -3.099 -0.224 -0.498  0.3320
H4 -2.292 -1.434 -1.290  0.3311
H5 -0.756 -0.708 1.608  0.2280
H6 -0.106 -1.846 0.305  0.2260
H7 2.861 0.261 -0.540  0.1965
H8 3.015 -1.093 0.608  0.1895
H9 2.010 -1.266 -0.831  0.2002
H10 -1.671 1.880 -0.609  0.2517
H11 -0.011 2.342 -0.221  0.2129
H12 -1.092 1.729 1.057  0.2095

Values from the calculation:
HOMO (eV): -6.937
LUMO (eV): 0.89
Energy relative to the best compared isomer or geometry (same formula, charge and spin) (eV): 4.494
Frontier orbital gap (hartree): 0.2876

Entry 2:
DFT (ωB97M-V/def2-TZVPD) results for the molecule C7H5F3O.

Last column: natural (NBO) charge in e.
CARTESIAN COORDINATES (ANGSTROEM)
C1 -2.051 0.498 -0.622  -0.3490
C2 -0.955 -0.207 -0.553  -0.1385
C3 0.114 -0.050 0.381  0.2137
C4 0.141 0.695 1.482  -0.2586
C5 1.425 0.616 2.048  -0.3173
C6 2.124 -0.167 1.161  0.1240
O1 1.356 -0.614 0.146  -0.3844
C7 -0.499 -0.968 -1.851  0.9683
F1 0.554 -0.367 -2.366  -0.3227
F2 -0.111 -2.195 -1.599  -0.3103
F3 -1.434 -0.907 -2.800  -0.3241
H1 -2.829 0.568 -1.483  0.2501
H2 -2.176 0.926 0.370  0.1994
H3 -0.605 1.343 1.729  0.2150
H4 1.836 1.323 2.761  0.2349
H5 3.111 -0.494 1.194  0.1996

Values from the calculation:
SMILES string: C=C(c1ccco1)C(F)(F)F
HOMO (eV): -8.605
LUMO (eV): 0.50
Energy relative to the best compared isomer or geometry (same formula, charge and spin) (eV): 0.000
Frontier orbital gap (hartree): 0.3346

> Which of these has the lowest frontier orbital gap?

C4H12N2

> Number 2 is which compound?

C7H5F3O